1.
Entry from the OMol25 dataset: one molecule with the formula C3H8N2O3S at a distorted geometry (wB97M-V/def2-TZVPD).

Geometry as XYZ:
```
17
C3H8N2O3S | the OMol25 dataset | wB97M-V/def2-TZVPD
C -0.41581 -0.01298 0.24750
C 2.64216 -0.00801 0.84306
C 1.68916 -0.99153 0.05984
N 0.35722 1.39801 -0.27956
N -2.74585 0.56960 -1.40626
O -2.50035 -1.59635 0.03858
O -2.59199 0.71750 1.16333
O 0.32046 -0.98748 0.58705
S -2.22267 -0.17262 0.07938
H 2.39844 0.96236 0.48656
H 2.40079 -0.08917 1.88286
H 3.64959 -0.26928 0.67920
H 1.99792 -2.00761 0.39506
H 1.60157 -0.81744 -0.98655
H -0.53668 1.85575 -0.31203
H -3.29951 1.35723 -1.27617
H -2.74445 0.09201 -2.20186
```

Energy relative to the best compared isomer or geometry (same formula, charge and spin), kcal per mole: 127.1
HOMO level (alpha / beta), eV: -9.1 / -9.1
Lowest unoccupied orbital energy (alpha / beta), Ha: -0.01498 / -0.01496
Orbital gap (alpha / beta), Eh: 0.318 / 0.318
SMILES: [H]/N=C(/OCC)S(N)(=O)=O

---

2.
Entry from the OMol25 dataset: C6H19B4N3O8S as an isolated structure at a distorted geometry (wB97M-V/def2-TZVPD).

Geometry as XYZ:
```
41
C6H19B4N3O8S | the OMol25 dataset | wB97M-V/def2-TZVPD
C 4.01788 -2.50696 -0.55587
C 3.00864 -1.48196 -1.27290
B 1.47508 -1.87059 -0.93133
O 1.13929 -3.22743 -1.06425
B 0.40226 -0.66128 -0.41724
O 0.93787 0.66866 -0.41443
B -0.08541 1.50560 -0.94532
O -1.32250 1.44421 -0.23786
B -1.77365 0.10941 -0.50836
C -3.11495 -0.04547 -1.37240
C -4.03921 -1.27689 -1.01136
N -5.03071 -1.41916 -2.13654
N -4.77926 -0.96384 0.22676
N -3.32495 -2.54619 -0.84201
O -0.95650 -0.93039 -0.02418
H 4.89029 -1.90642 -0.18230
H 3.47102 -3.01167 0.27423
H 4.40649 -3.21494 -1.32726
H 3.26611 -0.46596 -0.87236
H 3.12010 -1.48616 -2.39581
H 0.21983 -3.34096 -1.35393
H 0.06711 2.16194 -1.92140
H -2.82290 -0.05965 -2.46215
H -3.71352 0.88789 -1.20383
H -4.47967 -1.75215 -2.93913
H -5.28033 -0.46051 -2.41960
H -5.70426 -1.40036 0.22243
H -4.24726 -1.40879 0.98301
H -3.91563 -3.35540 -1.03435
H -2.50135 -2.59624 -1.44772
C 1.76477 2.99411 3.60462
C 3.24723 3.27949 3.45778
O 3.56327 2.89294 2.11924
S 2.27886 3.16038 1.17070
O 2.45218 4.41216 0.51906
O 1.97530 1.94907 0.45569
O 1.18869 3.35208 2.34630
H 1.58083 1.93012 3.77346
H 1.31101 3.57131 4.40850
H 3.85103 2.72245 4.17165
H 3.45690 4.34758 3.56046
```

HOMO level, eV: -9.3
Lowest unoccupied orbital energy, Ha: 0.00388
Orbital gap, Eh: 0.346

---

3.
Entry from the OMol25 dataset: a 3-piece molecular cluster, C15H24BClO7 overall (wB97M-V/def2-TZVPD).

Geometry as XYZ:
```
48
C15H24BClO7 | the OMol25 dataset | wB97M-V/def2-TZVPD
C -0.18393 -0.02766 2.76642
C -0.27702 1.14858 1.79437
C -1.39804 2.15026 2.11701
Cl -1.39672 3.43560 0.83369
B -1.26544 2.84456 3.51284
C -1.76314 2.17154 4.84973
C -0.70311 1.75911 5.83359
O -0.74884 0.79973 6.52563
O 0.35083 2.67519 5.93285
C 1.46756 2.48277 5.13078
C 1.95023 3.74548 4.48329
O 1.96887 1.41346 5.00861
H 0.77874 -0.52583 2.64210
H -0.24604 0.25224 3.81662
H -0.95873 -0.75655 2.53394
H -0.50925 0.74127 0.80869
H 0.67229 1.67934 1.68229
H -2.35840 1.64047 2.00054
H -0.78607 3.93245 3.56939
H -2.40232 1.30640 4.67488
H -2.36084 2.93560 5.36801
H 1.40012 4.61575 4.82841
H 3.01140 3.85731 4.70176
H 1.83356 3.64498 3.40319
O -1.99776 -1.30042 0.46026
C -1.87966 -1.96287 -0.53061
O -2.83525 -2.83559 -0.92671
C -2.39216 -3.56639 -2.08391
C -1.31241 -2.69706 -2.71957
C -0.71436 -2.00486 -1.49799
H -2.00339 -4.53078 -1.74833
H -3.25310 -3.73928 -2.72522
H -0.59701 -3.26896 -3.30368
H -1.76660 -1.95435 -3.37512
H 0.08346 -2.59092 -1.03662
H -0.34329 -1.00317 -1.69929
O 1.44914 -0.08244 -3.40084
C 1.59334 -0.72781 -4.39580
O 0.65067 -1.60775 -4.82150
C 1.11752 -2.32183 -5.97959
C 2.19969 -1.43469 -6.58622
C 2.77369 -0.75207 -5.34681
H 1.50980 -3.28733 -5.65184
H 0.27010 -2.48952 -6.63966
H 2.92723 -1.99469 -7.16925
H 1.74216 -0.69019 -7.23864
H 3.56882 -1.33693 -4.88068
H 3.13366 0.25786 -5.52104
```

Energy relative to the best compared isomer or geometry (same formula, charge and spin), kcal per mole: 0.0
HOMO level, eV: -10.0
Lowest unoccupied orbital energy, Ha: 0.01077
Orbital gap, Eh: 0.379
SMILES: CC[C@H](Cl)BCC(=O)OC(C)=O.O=C1CCCO1.O=C1CCCO1

---

4.
Entry from the OMol25 dataset: a 2-piece molecular cluster, C3H3ClF2 overall at a distorted geometry (wB97M-V/def2-TZVPD).

Geometry as XYZ:
```
9
C3H3ClF2 | the OMol25 dataset | wB97M-V/def2-TZVPD
C 1.54279 0.85963 -0.61508
C 2.73453 0.43973 -0.35230
C -0.67678 -1.01852 0.06481
F 3.87390 1.15359 -0.57957
F -0.53043 -1.88838 -0.91002
Cl 3.12408 -1.09801 0.33531
H 1.10069 1.73792 -1.01496
H -1.42586 -0.26440 -0.08447
H -0.16654 -1.24817 0.98016
```

Energy relative to the best compared isomer or geometry (same formula, charge and spin), kcal per mole: 113.6
HOMO level (alpha / beta), eV: -10.1 / -8.7
Lowest unoccupied orbital energy (alpha / beta), Ha: 0.01099 / -0.03759
Orbital gap (alpha / beta), Eh: 0.384 / 0.281

---

5.
Entry from the OMol25 dataset: a 3-piece molecular cluster, C3H12O2S overall at a distorted geometry (wB97M-V/def2-TZVPD).

Geometry as XYZ:
```
18
C3H12O2S | the OMol25 dataset | wB97M-V/def2-TZVPD
C -1.13119 -0.11630 -0.25581
C -0.35456 1.12860 0.18632
C 0.25340 0.72221 1.55399
S 1.83055 -0.20562 1.23292
H -1.27008 0.00601 -1.37446
H -2.21927 -0.02538 0.03733
H -0.94934 -1.14817 0.01307
H 0.48276 1.24888 -0.48376
H -0.93344 2.04531 0.19608
H -0.29620 0.00288 2.10918
H 0.18995 1.72017 1.97034
H 2.77764 0.68933 1.58215
H -0.56363 -2.86339 -0.24642
H -0.55012 -3.37641 1.27283
O -0.79334 -3.55276 0.36795
H 1.25790 1.72939 -2.13198
H 1.26601 0.51805 -2.95496
O 1.00296 1.47717 -3.07476
```

Energy relative to the best compared isomer or geometry (same formula, charge and spin), kcal per mole: 40.0
HOMO level, eV: -9.5
Lowest unoccupied orbital energy, Ha: 0.01905
Orbital gap, Eh: 0.368
SMILES: CCCS.O.O

---

| no. | molar mass (g/mol) |
| --- | --- |
| 1 | 152.18 |
| 2 | 336.55 |
| 3 | 362.62 |
| 4 | 112.51 |
| 5 | 112.19 |